Here is 2 unconnected molecules or ions with the total composition C6H15NO2 at a distorted geometry from the OMol25 dataset. Energies are from ωB97M-V with the def2-TZVPD basis set.

Last column: natural (NBO) charge in e.
Atoms and positions in Å:
C  1.6650  2.0004  1.9420  -0.60
C  0.7847  0.8803  1.4017  -0.50
C  0.6362  0.8394  -0.1412  0.69
O  1.2886  1.6382  -0.7671  -0.62
N  -0.0848  -0.0695  -0.8214  -0.46
C  -0.8285  0.2011  -2.0638  -0.40
C  -0.3023  -1.4452  -0.3006  -0.21
C  0.6805  -2.5085  -0.8612  -0.62
H  1.6865  1.9573  3.0439  0.20
H  1.2848  2.9896  1.6359  0.22
H  2.6956  1.8878  1.5653  0.21
H  -0.2033  0.9799  1.8911  0.23
H  1.2195  -0.0882  1.7153  0.21
H  -0.9139  1.2964  -2.1614  0.23
H  -1.8435  -0.2295  -2.0313  0.18
H  -0.3080  -0.1919  -2.9534  0.20
H  -0.2787  -1.3816  0.8044  0.21
H  -1.2962  -1.8344  -0.5942  0.18
H  1.7353  -2.1867  -0.8842  0.22
H  0.3802  -2.8029  -1.8809  0.21
H  0.5955  -3.3884  -0.2016  0.21
O  -2.5941  0.6329  0.8114  -0.94
H  -2.8192  -0.3114  0.6506  0.47
H  -3.1798  1.1349  0.2006  0.47

energy above the lowest of the compared OMol25 structures with the same formula, charge and spin: 31.50 kcal/mol



Here is 2 unconnected molecules or ions with the total composition C6H15NO2 at a distorted geometry from the OMol25 dataset. Energies are from ωB97M-V with the def2-TZVPD basis set.

Last column: natural (NBO) charge in e.
Atoms and positions in Å:
C  1.5930  -0.3004  -2.3922  -0.61
C  1.5417  0.3492  -1.0266  -0.45
C  0.4854  1.4004  -0.6798  -0.40
C  -0.0051  1.3630  0.7943  -0.22
N  -0.3443  0.0208  1.2003  -0.63
C  -1.4903  -0.6265  0.8308  0.69
C  -2.7353  -0.0142  0.1843  -0.73
O  -1.5824  -1.8020  1.1672  -0.64
H  0.8097  0.1299  -3.0310  0.20
H  1.2934  -1.3530  -2.3423  0.21
H  2.5872  -0.1440  -2.7850  0.21
H  1.3912  -0.4581  -0.3109  0.23
H  2.5368  0.4521  -0.5469  0.21
H  0.7101  2.4045  -1.0513  0.21
H  -0.4362  1.1836  -1.2571  0.18
H  0.8069  1.7545  1.4112  0.21
H  -0.8470  2.0688  0.7860  0.19
H  0.0175  -0.2660  2.0898  0.42
H  -3.5351  0.1648  0.8983  0.25
H  -2.9693  -0.8254  -0.5166  0.25
H  -2.6706  0.8518  -0.4819  0.22
O  1.3035  -2.0842  2.1685  -0.96
H  1.1154  -1.9910  3.1056  0.46
H  0.4235  -2.2788  1.7851  0.49

energy above the lowest of the compared OMol25 structures with the same formula, charge and spin: 36.67 kcal/mol



Here is 2 unconnected molecules or ions with the total composition C6H15NO2Si at a distorted geometry from the OMol25 dataset. Energies are from ωB97M-V with the def2-TZVPD basis set.

Last column: natural (NBO) charge in e.
Atoms and positions in Å:
C  -2.4398  -0.4718  -1.6170  0.96
C  -0.7140  -2.0758  0.0632  -0.66
C  -1.2627  0.7328  1.7308  -1.06
C  0.0481  2.1982  -0.7734  -1.12
C  1.8104  0.4001  1.2740  -1.04
C  -0.4873  -0.8431  -0.6987  -0.62
N  0.2266  -1.0610  -2.0234  -0.68
O  -2.1442  -0.7241  -2.7666  -0.71
O  -3.3265  -0.3168  -0.8524  -0.60
Si  0.0533  0.6000  0.3010  1.56
H  -1.2983  -1.9147  0.9644  0.25
H  0.2124  -2.6551  0.5909  0.17
H  -1.2341  -2.8368  -0.6377  0.20
H  -0.7356  0.5303  2.5673  0.21
H  -1.6350  1.7262  1.6342  0.23
H  -2.0574  -0.0625  1.4874  0.25
H  -0.6023  2.9430  -0.0977  0.25
H  1.0476  2.5025  -0.9377  0.23
H  -0.5854  2.0482  -1.7151  0.24
H  2.6039  0.6408  0.4718  0.21
H  1.7695  1.1264  2.0799  0.23
H  1.7802  -0.5501  1.5733  0.21
H  1.1622  -1.2393  -1.9876  0.39
H  -0.3488  -1.7005  -2.5638  0.45
H  0.2030  -0.1625  -2.4901  0.43

energy above the lowest of the compared OMol25 structures with the same formula, charge and spin: 65.58 kcal/mol



Here is 2 unconnected molecules or ions with the total composition C6H15NO3 from the OMol25 dataset. Energies are from ωB97M-V with the def2-TZVPD basis set.

Last column: natural (NBO) charge in e.
Atoms and positions in Å:
C  1.0670  0.6199  1.8336  -0.61
C  1.3386  0.3770  0.3487  0.07
C  1.0342  1.6413  -0.4644  -0.62
N  2.7128  -0.0911  0.1942  -0.86
C  0.4549  -0.7906  -0.1496  0.37
O  0.7721  -1.9751  0.5104  -0.73
O  0.6204  -0.9109  -1.5307  -0.74
H  0.0478  0.9681  1.9810  0.20
H  1.7529  1.3706  2.2194  0.21
H  1.2087  -0.3026  2.3901  0.23
H  1.2174  1.4548  -1.5175  0.23
H  -0.0039  1.9315  -0.3416  0.20
H  1.6674  2.4608  -0.1315  0.20
H  3.3662  0.6310  0.4765  0.36
H  2.8781  -0.2993  -0.7858  0.37
H  -0.5973  -0.5842  0.1014  0.13
H  1.7403  -2.0347  0.5139  0.49
H  -0.1196  -1.4104  -1.9061  0.50
C  -3.2644  0.1289  -0.3343  -0.73
C  -2.6728  -1.1612  -0.8065  0.45
O  -2.1529  -1.3368  -1.8761  -0.55
H  -4.3491  0.0200  -0.3228  0.24
H  -2.9453  0.3418  0.6834  0.23
H  -2.9936  0.9448  -1.0001  0.23
H  -2.7796  -1.9939  -0.0854  0.12

energy above the lowest of the compared OMol25 structures with the same formula, charge and spin: 21.19 kcal/mol



Here is 2 unconnected molecules or ions with the total composition C6H15NOS at a distorted geometry from the OMol25 dataset. Energies are from ωB97M-V with the def2-TZVPD basis set.

Last column: natural (NBO) charge in e.
Atoms and positions in Å:
C  -1.0442  0.9198  -1.3629  -0.45
C  -1.1657  0.0336  -0.3963  -0.11
S  -0.9894  -1.6623  -0.7847  0.01
C  -1.7048  0.1673  1.0664  -0.27
C  -3.1221  0.5501  0.8075  -0.60
C  -1.0004  1.1876  2.0654  -0.61
H  -1.2267  1.9374  -1.2346  0.20
H  -0.9126  0.7686  -2.4093  0.21
H  -0.1461  -1.4850  -1.7539  0.13
H  -1.5871  -0.8403  1.4322  0.21
H  -3.1880  0.8990  -0.1486  0.22
H  -3.6033  1.2885  1.5381  0.21
H  -3.8065  -0.4137  0.9843  0.21
H  -1.3651  1.1259  3.1127  0.22
H  0.1174  1.0178  2.2502  0.22
H  -1.1069  2.2016  1.6245  0.21
C  3.9898  -1.0619  -1.3379  -0.43
N  2.7225  -0.5491  -0.9090  -0.36
O  2.1803  -1.3905  0.1863  -0.62
H  4.5789  -0.2023  -1.7524  0.20
H  4.3792  -1.6367  -0.4674  0.19
H  3.9121  -1.7987  -2.0379  0.18
H  2.8051  0.4427  -0.5079  0.34
H  1.2833  -1.4991  0.0351  0.47

energy above the lowest of the compared OMol25 structures with the same formula, charge and spin: 99.76 kcal/mol



Here is a single C6H15NOS molecule at a distorted geometry from the OMol25 dataset. Energies are from ωB97M-V with the def2-TZVPD basis set.

Last column: Mulliken spin population.
Atoms and positions in Å:
C  0.5082  -2.2819  -0.4522  0.88
C  -1.9797  -1.1002  1.4943  0.12
C  -0.8467  1.1972  1.3788  0.07
C  0.3916  1.3627  -2.0122  0.17
C  2.1913  0.5958  -0.5195  -0.04
C  -0.6987  -0.2952  1.1094  -0.04
N  0.9527  0.2927  -1.2284  -0.04
O  -1.2500  -0.9443  -1.6253  -0.06
S  -0.1998  -0.8129  -0.5860  0.91
H  0.3775  -2.8535  -1.3536  0.05
H  1.4480  -2.4306  0.1158  0.00
H  -2.8390  -0.7214  0.9731  -0.01
H  -1.8146  -2.2361  1.3596  -0.01
H  -1.9794  -0.9230  2.6015  -0.04
H  -1.6684  1.6466  0.6477  -0.03
H  0.1582  1.6462  1.2142  0.03
H  -1.1049  1.5165  2.5049  -0.06
H  1.1246  1.7055  -2.7064  0.00
H  -0.5539  0.9369  -2.4705  -0.02
H  0.1606  2.2229  -1.3167  -0.01
H  2.7193  1.4360  -1.0057  0.00
H  1.9046  1.1229  0.5253  0.01
H  2.7498  -0.3760  -0.2709  0.01
H  0.2487  -0.7067  1.6227  0.10

energy above the lowest of the compared OMol25 structures with the same formula, charge and spin: 60.65 kcal/mol
<S²>: 2.005
2S+1: 3



Here is 2 unconnected molecules or ions with the total composition C6H15NOSi at a distorted geometry from the OMol25 dataset. Energies are from ωB97M-V with the def2-TZVPD basis set.

Last column: natural (NBO) charge in e.
Atoms and positions in Å:
C  -2.0656  -0.0888  -0.3034  0.24
C  -2.8190  -1.1962  -0.9333  -0.67
C  -2.2691  2.0538  0.8377  -0.38
C  1.0211  1.5034  -1.5159  -0.21
C  3.0109  -0.1598  1.6262  -1.08
C  0.7714  -1.8848  -0.1856  -1.14
N  -2.2276  0.8865  0.3388  -0.25
O  1.7110  0.9365  -0.4787  -0.89
Si  1.3320  -0.2535  0.6149  1.64
H  -3.7952  -0.8336  -1.0089  0.22
H  -2.6727  -1.9638  -0.2501  0.25
H  -2.2972  -1.4292  -1.7692  0.23
H  -1.9870  2.8867  0.3261  0.19
H  0.1648  -0.0114  1.6570  -0.23
H  -2.5470  2.1014  1.9372  0.19
H  0.5207  0.8198  -2.0391  0.16
H  1.6817  1.9843  -2.0937  0.17
H  0.4065  2.1479  -1.0002  0.17
H  3.3214  0.8391  1.5857  0.24
H  2.8866  -0.4616  2.6568  0.23
H  3.7336  -0.9562  1.1160  0.23
H  1.6432  -2.5564  -0.6317  0.23
H  0.3995  -2.5414  0.5541  0.24
H  0.0763  -1.8230  -1.0407  0.24

energy above the lowest of the compared OMol25 structures with the same formula, charge and spin: 104.98 kcal/mol



Here is 2 unconnected molecules or ions with the total composition C6H15NS at a distorted geometry from the OMol25 dataset. Energies are from ωB97M-V with the def2-TZVPD basis set.

Last column: natural (NBO) charge in e.
Atoms and positions in Å:
C  -1.6254  0.5063  0.8631  -0.28
C  -2.9456  -0.3309  0.6894  -0.55
S  -3.8755  0.1069  -0.7524  -0.02
N  -0.5902  -0.3535  0.4931  -0.27
C  0.7967  0.1806  0.7762  -0.28
C  1.8469  -0.4383  -0.2190  -0.24
C  3.2668  -0.0296  0.1047  -0.61
C  1.3554  -0.2123  -1.6270  -0.60
H  -1.7587  1.5031  0.3804  0.21
H  -1.5410  0.6424  1.9576  0.20
H  -3.5204  -0.0540  1.6855  0.22
H  -2.5758  -1.3061  0.7378  0.23
H  -5.0954  0.0820  -0.1731  0.13
H  -1.9706  -0.0051  -1.7132  -0.01
H  1.1027  0.0838  1.9555  0.23
H  0.7724  1.2943  0.5688  0.18
H  1.7676  -1.5961  -0.2538  0.21
H  3.4665  1.1116  -0.0088  0.20
H  3.9212  -0.4971  -0.6617  0.22
H  3.4399  -0.3142  1.1665  0.21
H  1.0147  0.8822  -1.6955  0.19
H  2.1772  -0.3427  -2.4018  0.21
H  0.5707  -0.9133  -1.8724  0.23

energy above the lowest of the compared OMol25 structures with the same formula, charge and spin: 173.39 kcal/mol



Here is 2 unconnected molecules or ions with the total composition C6H15NS at a distorted geometry from the OMol25 dataset. Energies are from ωB97M-V with the def2-TZVPD basis set.

Last column: natural (NBO) charge in e.
Atoms and positions in Å:
C  1.4119  -0.5241  0.3387  -0.64
C  2.8221  -0.1014  -0.1248  -0.40
C  3.0077  1.3530  0.2484  -0.58
S  1.6754  2.3546  -0.3934  -0.18
H  1.1227  -0.0207  1.2466  0.21
H  1.2877  -1.6044  0.4738  0.20
H  0.6593  -0.1556  -0.3525  0.22
H  3.5569  -0.8017  0.3185  0.21
H  2.8273  -0.1586  -1.2452  0.21
H  4.0033  1.7023  -0.1382  0.24
H  3.0886  1.4437  1.3837  0.20
C  -3.1501  -0.5585  -1.0176  -0.60
C  -1.7741  -0.3263  -0.4005  -0.20
C  -1.3871  -1.2225  0.6644  -0.11
N  -1.8855  1.2569  0.3410  -0.80
H  -3.2564  -1.5672  -1.4975  0.21
H  -3.8936  -0.4480  -0.1758  0.22
H  -3.3233  0.2559  -1.7619  0.25
H  -1.5475  -2.2842  0.3992  0.20
H  -1.6367  -0.9754  1.6812  0.20
H  -1.0551  1.7521  0.0551  0.37
H  -1.0173  -0.0854  -1.2290  0.26
H  -1.5363  0.7153  1.1859  0.33

energy above the lowest of the compared OMol25 structures with the same formula, charge and spin: 161.02 kcal/mol



Here is 2 unconnected molecules or ions with the total composition C6H15NS at a distorted geometry from the OMol25 dataset. Energies are from ωB97M-V with the def2-TZVPD basis set.

Last column: natural (NBO) charge in e.
Atoms and positions in Å:
C  -1.0547  0.4755  0.9996  -0.41
C  -1.6553  0.0252  -0.3545  -0.58
S  -3.4214  0.1524  -0.2328  0.02
C  0.3997  0.2913  1.2799  -0.24
N  1.3691  0.6328  0.2199  -0.66
C  3.5392  0.2908  -0.7026  -0.62
C  2.4181  -0.3984  0.0064  -0.04
C  1.7350  -1.4561  -0.9529  -0.63
H  -1.6850  0.0827  1.8271  0.22
H  -1.3117  1.5970  1.0089  0.19
H  -1.2727  0.7138  -1.0745  0.23
H  -1.1837  -0.9127  -0.6226  0.22
H  -3.6774  -1.6874  0.4810  0.11
H  0.6402  -0.7375  1.6802  0.19
H  0.5676  0.8117  2.2648  0.19
H  1.7550  1.5683  0.3394  0.37
H  4.0255  1.0903  -0.0788  0.20
H  3.0777  0.8877  -1.4600  0.21
H  4.2909  -0.3794  -1.1408  0.22
H  2.7484  -0.8159  0.9883  0.17
H  2.3578  -2.4222  -0.8301  0.21
H  0.6379  -1.4603  -0.8532  0.21
H  1.7104  -1.0472  -1.9743  0.21

energy above the lowest of the compared OMol25 structures with the same formula, charge and spin: 76.84 kcal/mol